Record 1
{"formula": "C4H7ClO2", "method": "the ωB97M-V functional and the def2-TZVPD basis", "gap_ev": [6.8, 10.0], "s2": 2.007, "fmax_ev_per_a": 8.048, "multiplicity": 3, "de_lowest_kj_mol": 179.3, "lumo_energy_ev": [0.6232, -0.3050], "total_energy_ha": -767.0563, "elements": ["Cl", "O", "O", "C", "C", "C", "C", "H", "H", "H", "H", "H", "H", "H"], "positions_angstrom": [[-1.61, 0.76, 1.25], [2.24, 0.80, 0.72], [-0.96, -0.81, -0.79], [-1.13, 1.55, -1.34], [-0.77, -1.87, -0.04], [-1.40, 0.30, -0.44], [2.46, -0.20, 1.38], [-0.30, -2.79, -0.63], [-0.69, -1.81, 1.09], [-0.07, 2.01, -0.92], [-1.90, 2.30, -1.31], [1.79, -0.86, 2.05], [3.46, -0.64, 1.45], [-1.10, 1.25, -2.48]]}

=====

Record 2
{"formula": "C4H7ClS", "method": "the ωB97M-V functional and the def2-TZVPD basis", "gap_ev": 9.9, "smiles": "ClCC[C@H]1CS1", "fmax_ev_per_a": 2.602, "multiplicity": 1, "de_lowest_kj_mol": 39.2, "lumo_energy_ev": 0.8650, "total_energy_ha": -1014.9539, "elements": ["Cl", "S", "C", "C", "C", "C", "H", "H", "H", "H", "H", "H", "H"], "positions_angstrom": [[0.72, 2.05, 1.95], [-2.07, -0.36, 0.53], [-0.73, -0.13, -0.79], [0.41, 0.83, -0.48], [0.97, 0.68, 0.89], [-0.85, -1.50, -0.16], [0.50, -0.16, 1.40], [2.05, 0.41, 0.80], [-1.14, -0.04, -1.79], [1.17, 0.57, -1.28], [0.05, 1.85, -0.80], [0.00, -1.80, 0.50], [-1.08, -2.40, -0.78]]}

=====

Record 3
{"formula": "C4H7ClS", "method": "the ωB97M-V functional and the def2-TZVPD basis", "gap_ev": 8.8, "smiles": "S=CCl.C=CC", "fmax_ev_per_a": 3.485, "multiplicity": 1, "de_lowest_kj_mol": 188.2, "lumo_energy_ev": -0.4320, "total_energy_ha": -1014.8972, "elements": ["Cl", "S", "C", "C", "C", "C", "H", "H", "H", "H", "H", "H", "H"], "positions_angstrom": [[-2.18, 0.37, -2.10], [0.18, 1.93, -2.25], [-0.40, -0.35, 0.36], [-0.14, 0.73, 1.04], [-1.16, 1.65, -1.47], [0.60, -0.87, -0.66], [0.86, -2.02, -0.64], [-0.01, -0.71, -1.58], [-1.56, 2.26, -0.70], [-1.24, -1.02, 0.79], [0.71, 1.38, 0.79], [1.56, -0.26, -0.84], [-0.86, 1.17, 1.69]]}

=====

Record 4
{"formula": "C4H7ClS", "method": "the ωB97M-V functional and the def2-TZVPD basis", "gap_ev": 8.8, "smiles": "SC/C=C\\CCl", "fmax_ev_per_a": 4.823, "multiplicity": 1, "de_lowest_kj_mol": 464.7, "lumo_energy_ev": -0.3566, "total_energy_ha": -1014.7919, "elements": ["Cl", "S", "C", "C", "C", "C", "H", "H", "H", "H", "H", "H", "H"], "positions_angstrom": [[-2.99, 0.15, -1.33], [2.08, 0.09, 1.18], [-1.48, 0.67, -0.07], [0.77, -1.12, 0.29], [-0.21, 0.82, -0.97], [0.77, -0.24, -0.94], [-0.21, -0.95, 1.10], [1.80, -0.09, -1.69], [2.23, -0.43, 2.70], [1.25, -2.22, 0.12], [-2.08, 1.67, 0.45], [-0.44, 1.79, -1.62], [-1.48, -0.15, 0.77]]}

=====

Record 5
{"formula": "C4H7ClS", "method": "the ωB97M-V functional and the def2-TZVPD basis", "gap_ev": [5.2, 7.1], "s2": 2.005, "fmax_ev_per_a": 4.814, "multiplicity": 3, "de_lowest_kj_mol": 377.8, "lumo_energy_ev": [0.7729, -2.9704], "total_energy_ha": -1014.7176, "elements": ["Cl", "S", "C", "C", "C", "C", "H", "H", "H", "H", "H", "H", "H"], "positions_angstrom": [[2.51, -0.99, 0.59], [-1.89, -1.37, 0.25], [0.56, 1.19, 1.00], [-0.11, -1.44, -0.05], [0.91, -0.47, 0.16], [0.49, -0.77, -1.25], [0.68, 0.95, 2.05], [0.05, -2.45, 0.13], [-0.46, 1.42, 0.85], [1.27, 1.92, 0.71], [-0.29, -0.11, -1.60], [1.15, -1.34, -2.02], [-2.01, -0.31, -0.50]]}

=====

Record 6
{"formula": "C4H7ClSi", "method": "the ωB97M-V functional and the def2-TZVPD basis", "gap_ev": 8.8, "smiles": "C=[SiH]Cl.C#CC", "fmax_ev_per_a": 4.517, "multiplicity": 1, "de_lowest_kj_mol": 290.5, "lumo_energy_ev": 0.1557, "total_energy_ha": -906.1564, "elements": ["Cl", "Si", "C", "C", "C", "C", "H", "H", "H", "H", "H", "H", "H"], "positions_angstrom": [[0.64, -0.49, 1.52], [1.25, -1.39, -0.19], [-2.51, 0.98, 0.11], [-0.20, 2.29, 0.31], [1.22, -3.08, -0.59], [-1.47, 1.56, 0.24], [1.56, -0.13, -0.82], [-0.25, 3.43, 0.46], [0.67, -3.94, -0.35], [1.95, -3.47, -1.31], [-3.44, 0.36, 0.38], [0.21, 2.09, -0.70], [0.38, 1.79, 0.95]]}

=====

Record 7
{"formula": "C4H7F", "method": "the ωB97M-V functional and the def2-TZVPD basis", "gap_ev": 10.5, "smiles": "CC/C=C/F", "fmax_ev_per_a": 3.458, "multiplicity": 1, "de_lowest_kj_mol": 28.1, "lumo_energy_ev": 1.1787, "total_energy_ha": -256.4332, "elements": ["F", "C", "C", "C", "C", "H", "H", "H", "H", "H", "H", "H"], "positions_angstrom": [[-2.32, -0.50, -0.53], [-0.21, 0.14, 0.20], [1.21, 0.09, 0.66], [-1.10, -0.80, -0.20], [2.17, 0.96, -0.11], [-0.71, 1.17, 0.32], [-0.89, -1.87, -0.29], [3.20, 0.92, 0.26], [1.82, 1.98, -0.10], [2.20, 0.53, -1.14], [1.25, 0.46, 1.70], [1.62, -0.97, 0.68]]}

=====

Record 8
{"formula": "C4H7F", "method": "the ωB97M-V functional and the def2-TZVPD basis", "gap_ev": 10.3, "smiles": "C/C=C(\\C)F", "fmax_ev_per_a": 2.967, "multiplicity": 1, "de_lowest_kj_mol": 13.9, "lumo_energy_ev": 1.0885, "total_energy_ha": -256.4386, "elements": ["F", "C", "C", "C", "C", "H", "H", "H", "H", "H", "H", "H"], "positions_angstrom": [[2.09, -1.13, 0.02], [-0.31, -1.02, 0.00], [-1.62, -0.28, 0.02], [0.89, -0.46, 0.02], [1.15, 1.01, 0.00], [1.71, 1.21, 0.87], [-0.20, -2.16, -0.09], [-1.85, 0.29, 0.91], [0.31, 1.72, -0.06], [1.87, 1.30, -0.81], [-2.47, -0.96, -0.15], [-1.58, 0.48, -0.73]]}

=====

Record 9
{"formula": "C4H7F2IS", "method": "the ωB97M-V functional and the def2-TZVPD basis", "gap_ev": [7.9, 5.2], "fmax_ev_per_a": 4.978, "multiplicity": 1, "de_lowest_kj_mol": 83.7, "lumo_energy_ev": [-1.1863, -2.6737], "total_energy_ha": -1052.1308, "elements": ["I", "S", "F", "F", "C", "C", "C", "C", "H", "H", "H", "H", "H", "H", "H"], "positions_angstrom": [[4.53, -0.12, -0.05], [1.37, -0.90, 0.76], [-0.89, -3.30, -0.96], [-1.58, -2.74, 1.03], [-0.07, -1.28, 0.01], [-0.55, -2.66, 0.17], [1.09, 0.86, 0.96], [-0.76, -0.32, -0.91], [1.04, 1.10, -0.06], [1.96, 1.46, 1.29], [0.17, 1.10, 1.42], [0.22, -3.39, 0.72], [-1.82, -0.27, -0.69], [-0.23, 0.60, -0.99], [-0.98, -0.80, -1.90]]}

=====

Q: Look up the multiplicity of the ninth one.
A: 1